# 1
# C38H48AsN7O3PS6V

C38H48AsN7O3PS6V as an isolated structure at a distorted geometry (wB97M-V/def2-TZVPD, OMol25).

molar mass	1000.09	g mol⁻¹
energy	-217591.4593	eV
spin multiplicity	2
<S²>	0.80
total charge	-1
orbital gap (alpha / beta)	4.4592 / 4.4618	eV
lowest unoccupied orbital energy (alpha / beta)	1.87 / 1.87	eV

XYZ file:
```
105
Properties=species:S:1:pos:R:3:forces:R:3
V -0.848828 -0.568633 1.253661 0.02 1.38 0.45
C -4.510119 -2.403393 2.642064 0.18 -0.11 -0.12
O -3.403843 -3.340499 2.736227 -0.68 -0.01 0.04
C -2.319428 -2.664127 2.323530 1.05 -0.64 0.11
N -2.492121 -1.434337 1.902816 -0.20 0.06 0.24
C -3.935381 -1.118543 1.991346 0.16 -0.13 0.11
C -4.295126 0.102101 2.804766 0.10 0.01 -0.09
C -3.712608 0.322561 4.044118 -0.01 0.02 0.11
C -4.041182 1.451031 4.780940 0.00 -0.02 -0.02
C -4.971700 2.356459 4.291458 0.00 -0.01 -0.04
C -5.584579 2.120652 3.068587 0.03 -0.03 0.02
C -5.242608 0.998183 2.329077 -0.04 0.01 -0.02
C -1.027339 -3.210971 2.303630 -0.63 0.39 0.01
C -0.655010 -4.512588 2.674575 0.05 0.02 0.06
C 0.626844 -4.930247 2.476586 0.26 0.01 -0.11
C 1.579028 -3.993737 1.937895 -0.05 -0.52 0.21
C 1.184082 -2.730259 1.666285 0.26 0.59 -0.20
N -0.103894 -2.284716 1.807527 -0.55 -0.15 -0.06
C 2.121682 -1.656578 1.288218 -0.27 -0.78 0.13
N 1.757298 -0.457492 1.154173 -0.23 0.11 -0.12
C 2.972353 0.357387 0.995743 -0.14 -0.05 0.12
C 4.084809 -0.712259 0.855551 -0.09 0.00 -0.02
O 3.430342 -1.972164 1.159790 0.28 0.26 -0.01
C 3.164725 1.275858 2.187136 0.03 -0.06 -0.08
C 3.055881 0.774934 3.480437 -0.01 -0.01 0.04
C 3.261022 1.600948 4.573046 0.03 0.04 -0.02
C 3.574693 2.942782 4.384833 0.00 -0.06 -0.02
C 3.678756 3.450668 3.099812 0.00 -0.05 -0.04
C 3.475161 2.616802 2.005681 0.02 0.01 0.03
H -4.871479 -2.205312 3.646774 -0.01 -0.01 0.11
H -5.298756 -2.865019 2.051679 0.00 -0.03 -0.05
H -4.304039 -0.982282 0.976836 -0.06 -0.01 -0.10
H -2.967686 -0.368949 4.419359 0.04 0.03 -0.03
H -3.544011 1.639191 5.724422 0.00 0.00 -0.02
H -5.195144 3.259486 4.845973 -0.01 -0.03 0.00
H -6.299948 2.830499 2.672942 0.02 0.00 0.00
H -5.685647 0.834264 1.351954 0.05 0.04 0.02
H -1.406930 -5.161006 3.111648 0.03 0.01 -0.04
H 0.933359 -5.931259 2.751100 0.05 0.03 -0.01
H 2.616005 -4.258304 1.783315 -0.01 -0.03 0.08
H 2.894634 0.946843 0.087847 -0.06 0.04 -0.11
H 4.896316 -0.564063 1.562244 0.04 -0.05 0.07
H 4.486244 -0.767813 -0.157079 -0.05 -0.04 -0.04
H 2.772655 -0.260705 3.635380 0.00 0.03 -0.01
H 3.154120 1.203723 5.575143 0.00 0.01 -0.02
H 3.721114 3.592339 5.238496 -0.02 0.00 0.00
H 3.901003 4.498594 2.943249 -0.03 -0.01 0.00
H 3.536728 3.021704 1.002733 0.02 0.00 0.03
S -1.664180 3.919617 2.471920 0.00 -0.11 0.18
As -0.611561 2.217211 1.451588 0.18 1.33 -0.04
S -2.269085 1.220972 0.360791 0.11 -0.64 0.00
S -0.464465 0.674412 3.119594 -0.14 -0.40 -0.34
S -1.212560 5.436806 1.137454 -0.04 -0.10 -0.02
S -1.423442 -2.053183 -1.053032 0.10 -0.02 -0.34
C -1.816672 -3.615491 -0.690289 -0.04 0.09 -0.13
N -0.966532 -4.629203 -0.482776 0.13 -0.20 0.32
C -1.534580 -5.940328 -0.189746 -0.04 0.08 -0.03
C -2.986397 -5.704025 0.222137 -0.01 0.00 0.01
S -3.472634 -4.188598 -0.647998 -0.12 0.03 -0.01
H -0.029319 -4.395469 -0.179748 0.01 -0.04 -0.13
H -0.971365 -6.419241 0.609529 0.03 0.03 -0.01
H -1.484623 -6.571601 -1.079269 -0.01 -0.01 -0.07
H -3.082435 -5.524858 1.292692 0.00 0.00 0.00
H -3.638149 -6.521952 -0.076220 0.03 -0.03 0.02
O 0.272855 0.515007 -1.024630 0.29 -0.32 -0.14
P 0.872899 1.037080 -2.270334 0.06 -0.01 0.22
N 2.374428 0.369320 -2.550825 0.01 -0.25 -0.21
C 2.416560 -1.115706 -2.587725 0.09 0.26 0.02
C 3.643129 -1.439158 -3.446499 -0.06 0.03 -0.02
C 3.765228 -0.227191 -4.373925 0.01 -0.03 0.05
C 3.399574 0.928047 -3.447587 -0.06 -0.11 0.16
N -0.106919 0.704965 -3.551743 -0.26 -0.12 -0.23
C -1.584594 0.678146 -3.404474 0.22 0.07 -0.19
C -2.108337 0.898042 -4.834081 0.06 0.02 0.03
C -0.937012 1.521897 -5.602136 -0.04 -0.05 0.00
C 0.288446 0.888707 -4.947593 -0.15 -0.03 0.15
N 1.195837 2.658559 -2.352312 -0.25 0.41 0.35
C 0.019771 3.561353 -2.529908 0.23 -0.02 0.10
C 0.631873 4.931675 -2.296571 0.07 -0.04 0.04
C 1.521106 4.685283 -1.075567 0.07 -0.04 -0.11
C 1.993735 3.229142 -1.224549 0.06 0.06 -0.36
H 1.502208 -1.513042 -3.039042 -0.04 0.02 -0.01
H 2.482380 -1.532225 -1.581476 0.01 0.01 0.02
H 3.520851 -2.380582 -3.982716 0.05 0.00 0.02
H 4.536897 -1.517053 -2.821559 -0.01 -0.01 0.00
H 3.042064 -0.303065 -5.190337 0.01 0.01 0.02
H 4.762620 -0.113800 -4.801505 -0.03 -0.02 -0.03
H 3.032639 1.817356 -3.956131 -0.01 0.00 0.00
H 4.282034 1.224226 -2.867914 0.00 0.03 0.03
H -1.921461 1.450135 -2.712986 0.04 0.04 0.02
H -1.916750 -0.272470 -2.998131 -0.01 -0.08 0.03
H -2.990017 1.537808 -4.836950 -0.03 -0.04 -0.03
H -2.384193 -0.056413 -5.288929 0.01 0.01 0.02
H -0.922310 2.604006 -5.462719 0.02 -0.01 0.00
H -0.977193 1.316392 -6.672988 -0.02 0.05 0.00
H 1.180438 1.511691 -5.030429 -0.03 0.03 0.01
H 0.505346 -0.079664 -5.418891 0.04 0.00 0.01
H -0.750307 3.373938 -1.772033 -0.02 -0.04 0.00
H -0.409542 3.438833 -3.522086 0.02 -0.03 -0.03
H -0.125243 5.692417 -2.107096 0.01 -0.02 0.02
H 1.230768 5.216420 -3.167962 -0.05 0.03 -0.01
H 0.913875 4.786227 -0.173413 0.02 0.04 0.01
H 2.358271 5.383396 -1.013342 -0.02 -0.02 -0.01
H 1.795807 2.687823 -0.300568 -0.05 -0.08 0.04
H 3.058795 3.155656 -1.470483 -0.01 -0.04 0.01
```
Forces are in eV/Å.

***

# 2
# C32H45CoN2O5PSb2

C32H45CoN2O5PSb2 as an isolated structure (wB97M-V/def2-TZVPD, OMol25).

molar mass	871.15	g mol⁻¹
energy	-107118.6212	eV
total charge	+1
orbital gap (alpha / beta)	6.6250 / 6.6283	eV
lowest unoccupied orbital energy (alpha / beta)	-3.76 / -3.76	eV

XYZ file:
```
88
Properties=species:S:1:pos:R:3:forces:R:3
Co -1.355932 -0.206170 0.639413 0.00 0.04 -0.03
O -2.165808 1.289729 1.339773 -0.01 0.01 0.00
C -3.394652 1.700001 1.089961 0.01 0.00 0.01
C -3.767316 2.979293 1.541281 -0.01 0.00 -0.01
C -5.034434 3.460446 1.319705 0.01 0.01 0.01
C -5.992764 2.691534 0.641986 -0.01 -0.01 -0.01
C -5.652522 1.439069 0.204473 0.00 0.01 0.01
C -4.356803 0.919531 0.410539 0.01 -0.02 -0.01
C -4.071479 -0.388477 -0.080242 0.00 0.03 0.02
N -2.900549 -0.933042 -0.059326 0.00 -0.04 0.00
N -2.759685 -2.189944 -0.615891 0.00 0.00 0.01
C -1.544346 -2.600055 -0.405543 0.01 0.01 0.00
O -0.663365 -1.880984 0.243181 -0.01 -0.03 -0.01
C -1.133632 -3.911687 -0.946627 0.00 0.01 -0.01
C -2.031234 -4.974140 -0.981952 0.00 0.00 0.00
C -1.634935 -6.192642 -1.509981 -0.01 0.00 0.00
C -0.352169 -6.349565 -2.017587 0.00 0.00 0.00
C 0.539343 -5.285465 -1.997341 0.00 0.00 -0.01
C 0.149563 -4.069524 -1.459115 0.01 -0.02 0.01
H -3.025553 3.568771 2.064780 0.00 0.00 0.00
H -5.297672 4.448020 1.676203 0.00 0.00 0.00
H -6.987193 3.080853 0.476931 0.00 0.00 0.00
H -6.378659 0.823578 -0.312939 0.00 0.00 0.00
H -4.872028 -0.985069 -0.509092 0.00 -0.01 0.00
H -3.030850 -4.839156 -0.591762 0.00 0.00 0.00
H -2.328747 -7.022444 -1.526363 0.00 0.00 0.00
H -0.047667 -7.301904 -2.431131 0.00 0.00 0.00
H 1.537207 -5.403590 -2.399756 0.00 0.00 0.00
H 0.828802 -3.229169 -1.440238 0.00 0.01 0.02
C 2.498684 -1.203248 -0.739962 0.01 0.03 0.02
Sb 3.536415 -2.883026 0.120428 -0.01 -0.01 -0.02
C 2.004489 -3.529850 1.484224 0.01 -0.01 0.03
C 4.623740 -1.700204 1.611916 0.01 -0.02 0.01
C 4.503847 -0.218367 1.458793 0.01 0.00 0.02
C 5.439543 0.440469 0.655709 0.01 0.00 0.00
C 5.431018 1.813451 0.490493 0.00 0.00 0.00
C 4.478744 2.575104 1.153863 0.00 0.00 0.00
C 3.536988 1.937932 1.942436 0.00 0.00 -0.01
C 3.512705 0.550078 2.087587 -0.01 0.00 0.01
C 2.462744 -0.066415 2.969399 0.00 0.00 -0.01
Sb 0.402620 0.321382 2.482050 0.02 0.02 0.00
C 0.157465 2.246240 3.342344 0.00 -0.01 0.00
C -0.459444 -0.853784 4.030825 -0.01 0.00 0.00
H 3.237193 -0.437934 -0.981236 -0.01 0.01 0.00
H 1.766686 -0.803848 -0.038288 -0.01 0.00 0.00
H 1.980870 -1.495429 -1.651015 0.01 0.00 -0.01
H 2.456902 -4.213205 2.203598 0.01 0.02 0.01
H 1.220955 -4.057822 0.946431 0.01 -0.02 0.00
H 1.551907 -2.693659 2.014390 -0.02 0.01 -0.03
H 5.668427 -1.989596 1.510208 0.00 0.00 -0.01
H 4.291179 -2.052698 2.587433 0.00 0.00 0.00
H 6.207370 -0.149020 0.167260 0.00 0.00 0.00
H 6.180771 2.289219 -0.127819 0.00 0.00 0.00
H 4.484596 3.654574 1.072341 0.00 0.00 0.00
H 2.805472 2.533347 2.479883 0.00 0.00 0.00
H 2.529137 0.327379 3.987410 0.01 -0.01 0.00
H 2.554942 -1.146273 3.035615 -0.01 0.00 0.00
H 0.711942 2.293036 4.278671 0.00 0.00 0.00
H -0.903529 2.394357 3.529832 0.00 0.00 0.00
H 0.511372 3.024923 2.671095 0.00 0.00 0.00
H 0.001879 -0.594847 4.982865 0.00 -0.01 0.00
H -0.299652 -1.909997 3.820110 0.00 0.00 0.00
H -1.529098 -0.656230 4.083242 0.00 0.00 0.00
C 1.159345 3.638208 -0.173573 0.01 0.00 0.01
C 1.322863 2.216287 -0.646286 -0.01 -0.01 -0.02
O 0.125796 1.854734 -1.374504 0.00 0.03 0.02
P -0.912703 0.687436 -1.246199 -0.05 -0.01 0.00
O -2.197446 1.350543 -1.872923 0.03 0.01 0.02
C -2.508602 2.774361 -1.837050 -0.01 -0.02 0.00
C -2.172162 3.404147 -3.164645 0.00 0.00 0.00
O -0.555722 -0.474216 -2.224402 0.03 -0.01 0.00
C -0.599566 -0.397340 -3.682107 -0.01 0.01 0.01
C 0.645951 0.252369 -4.234102 0.00 0.00 0.00
H 2.054765 3.955102 0.359423 0.00 0.00 0.00
H 0.300852 3.724760 0.494763 0.00 0.00 0.00
H 1.008602 4.307841 -1.020143 0.00 0.00 0.00
H 1.477291 1.514812 0.170742 0.01 0.00 0.01
H 2.154972 2.103285 -1.339762 0.00 0.00 0.00
H -1.964134 3.236608 -1.014087 0.00 0.01 0.00
H -3.573634 2.822180 -1.617643 0.00 0.00 0.00
H -1.101150 3.353622 -3.360273 0.00 0.00 0.00
H -2.471785 4.452788 -3.157034 0.00 0.00 0.00
H -2.705814 2.904524 -3.973046 0.00 0.00 0.00
H -1.506919 0.134123 -3.965801 0.00 0.00 -0.01
H -0.688623 -1.435470 -3.992634 0.00 0.00 0.00
H 0.711452 1.301040 -3.944732 0.00 0.00 0.00
H 0.623025 0.200444 -5.323024 0.00 0.00 0.00
H 1.539544 -0.266023 -3.886434 0.00 0.00 0.00
```
Forces are in eV/Å.

***

# 3
# C8H8Br2N2O3

One molecule with the formula C8H8Br2N2O3 at a distorted geometry (wB97M-V/def2-TZVPD, OMol25).

molar mass	339.97	g mol⁻¹
SMILES	N#C[C@@H]1[C@@H]2C[C@@H]([C@@H](O)[C@@H]2Br)[C@]1(Br)[N+](=O)[O-]
energy	-157628.9357	eV
total charge	0
orbital gap	10.2641	eV
lowest unoccupied orbital energy	-0.16	eV

XYZ file:
```
23
Properties=species:S:1:pos:R:3:forces:R:3
C -2.621045 0.234778 0.379641 0.16 -0.22 -0.46
C -0.074947 0.343709 -1.412667 -0.58 -1.96 -0.31
C -1.256618 0.337527 0.764534 2.29 -2.02 -3.41
C -0.430950 1.221710 -0.204800 -1.52 3.15 0.20
C 0.702063 -0.668807 -0.456203 -1.43 1.28 -0.79
C 1.730394 0.283955 0.166240 -0.48 -0.15 -1.64
C 0.928709 1.579582 0.352967 -0.12 -2.36 2.21
C -0.382541 -1.021720 0.547271 0.29 0.08 2.28
N -3.709559 0.166580 0.062777 -1.49 0.02 -0.28
N -1.236317 -2.163992 0.119440 -0.23 -0.38 -0.72
O -1.315469 -3.158409 0.786499 -0.23 -0.26 0.00
O -1.790251 -1.973295 -0.941616 -0.20 -0.22 -0.28
O 2.695973 0.509409 -0.838373 1.00 -0.69 -0.32
Br 1.026851 2.180562 2.204796 -0.33 0.06 0.19
Br 0.410163 -1.603479 2.256714 -0.12 0.31 0.01
H -0.974660 -0.105433 -1.977344 1.46 0.75 1.17
H 0.689478 0.613909 -2.153890 -0.50 0.92 0.41
H -1.295008 0.663048 1.729956 0.73 0.80 2.77
H -0.979076 2.208681 -0.288546 0.34 -1.18 -0.66
H 1.320699 -1.416500 -0.911654 -0.58 -1.16 -0.23
H 2.159681 -0.274228 0.961916 0.45 0.56 1.32
H 1.297669 2.410515 -0.118250 1.23 1.55 -1.59
H 3.104762 -0.368102 -1.029407 -0.17 1.11 0.12
```
Forces are in eV/Å.